# 1
This record from OMol25 describes 2 unconnected molecules or ions with the total composition C5H5Cl at a distorted geometry. The level of theory is wB97M-V/def2-TZVPD.

## Properties
energy above the lowest of the compared OMol25 structures with the same formula, charge and spin: 3.807 eV
maximum force: 0.0355 hartree/bohr
SMILES: C=C=CCl.C#C
orbital gap: 10.428 eV
E: -17783.753 eV

ORCA input file:
```
! wB97M-V def2-TZVPD RIJCOSX def2/J DEFGRID3
* xyz 0 1
C -0.29938 1.13571 2.15108
C -0.97450 1.13693 1.17008
C 0.78640 -0.26330 -1.92895
C -0.07697 -1.22855 -1.94072
C 1.38711 0.82430 -1.58086
Cl 0.77985 2.38339 -2.33156
H 0.19759 1.20967 3.05559
H -1.82460 0.98540 0.58606
H -0.77774 -1.31445 -1.09578
H -0.09114 -1.88333 -2.78484
H 2.25791 0.81139 -0.89668
*
```



# 2
This record from OMol25 describes a molecular structure, C37H50BN5OSTi. The level of theory is wB97M-V/def2-TZVPD.

## Properties
⟨S²⟩: 0.7591
maximum force: 0.0146 hartree/bohr
orbital gap (alpha / beta): 7.242 / 7.398 eV
E: -83302.562 eV

ORCA input file:
```
! wB97M-V def2-TZVPD RIJCOSX def2/J DEFGRID3
* xyz 1 2
Ti 0.04872 1.22970 -0.08143
O -0.10489 2.20180 1.58114
N -0.70424 3.40580 1.70963
C -0.72333 3.93592 2.95040
C -1.36094 5.12363 3.16244
C -1.98771 5.74749 2.07827
C -1.94825 5.17845 0.83164
C -1.27814 3.96206 0.62530
S -1.13121 3.18220 -0.90379
H -0.22166 3.33587 3.69313
H -1.37653 5.55061 4.15471
H -2.51125 6.68592 2.22095
H -2.42873 5.63892 -0.02043
N 1.90541 0.93074 -0.98307
C 3.04885 0.90192 -1.15887
N 4.31768 0.86991 -1.35661
C 5.12234 -0.24871 -0.77643
C 6.59588 0.05789 -0.99264
C 6.91287 1.49241 -0.58028
C 6.12150 2.52861 -1.41320
C 4.99447 1.88018 -2.20532
H 4.81213 -1.18184 -1.24424
H 4.88959 -0.29998 0.28740
H 6.86964 -0.11943 -2.03569
H 7.17338 -0.65421 -0.40330
H 7.98209 1.67732 -0.66992
H 6.67020 1.61031 0.47854
H 6.77394 3.04410 -2.11894
H 5.70238 3.29470 -0.76049
H 5.35983 1.36597 -3.09341
H 4.24252 2.59671 -2.52589
C 1.40124 -4.31883 -2.57586
C 1.05078 -2.93081 -2.04064
C 1.55651 -1.84251 -2.99028
C 1.58564 -2.71720 -0.63789
C 2.93648 -2.93481 -0.37980
C 3.47800 -2.68582 0.87098
C 2.67120 -2.21627 1.89441
C 1.30965 -1.99251 1.69207
C 0.43934 -1.55997 2.85907
C 1.00099 -0.34843 3.60000
C 0.24386 -2.73626 3.82021
C 0.78062 -2.24706 0.41339
N -0.60031 -1.95945 0.17559
B -1.14634 -0.66299 -0.06602
N -2.52350 -0.91093 -0.36069
C -2.76737 -2.27991 -0.24898
C -1.61266 -2.91333 0.05895
C -3.54180 0.06957 -0.58714
C -4.22256 0.58309 0.52324
C -5.12918 1.62090 0.31517
C -5.35858 2.11892 -0.95476
C -4.70057 1.56787 -2.04276
C -3.78513 0.53010 -1.88916
C -3.17901 -0.06994 -3.15291
C -1.65205 -0.10439 -3.24623
C -3.75556 -1.45583 -3.45226
C -3.99125 0.05246 1.92781
C -5.30707 -0.26719 2.64117
C -3.15113 1.02752 2.75642
H 0.89762 -4.49207 -3.52891
H 1.09870 -5.10608 -1.88200
H 2.47617 -4.42478 -2.75300
H -0.03269 -2.85919 -2.00138
H 2.64886 -1.87304 -3.06877
H 1.27004 -0.84762 -2.65284
H 1.14722 -1.98942 -3.99337
H 3.57743 -3.30729 -1.17541
H 4.53152 -2.87492 1.05350
H 3.09766 -2.04334 2.87664
H -0.53743 -1.29188 2.46596
H 1.93843 -0.58456 4.10868
H 0.29362 -0.01190 4.36099
H 1.19267 0.49561 2.93668
H 1.20135 -3.06105 4.23764
H -0.20792 -3.59287 3.31486
H -0.40505 -2.45132 4.65233
H -3.75399 -2.69590 -0.39353
H -1.43278 -3.96844 0.21010
H -5.66714 2.04202 1.15785
H -6.06643 2.92688 -1.10050
H -4.90334 1.94557 -3.03940
H -3.51770 0.59001 -3.95444
H -1.22314 -0.93251 -2.67995
H -1.20078 0.82568 -2.89875
H -1.35027 -0.22782 -4.28972
H -3.45178 -2.18413 -2.69636
H -3.39241 -1.81375 -4.42022
H -4.84681 -1.43210 -3.48676
H -3.43006 -0.87688 1.84741
H -5.84799 0.64213 2.91662
H -5.10927 -0.81801 3.56364
H -5.96867 -0.87181 2.01873
H -3.62775 2.01234 2.80118
H -2.15129 1.14967 2.33678
H -3.04336 0.66180 3.78298
*
```



# 3
This record from OMol25 describes a molecular structure, C3H11N3O2 at a distorted geometry. The level of theory is wB97M-V/def2-TZVPD.

## Properties
energy above the lowest of the compared OMol25 structures with the same formula, charge and spin: 6.042 eV
maximum force: 0.0511 hartree/bohr
orbital gap (alpha / beta): 8.202 / 8.201 eV
E: -11849.695 eV

ORCA input file:
```
! wB97M-V def2-TZVPD RIJCOSX def2/J DEFGRID3
* xyz 0 1
C 0.47043 0.90246 -0.32431
C 1.18438 1.32641 0.93430
C 0.71258 -1.68896 -0.40743
O 2.06635 -1.65916 -0.49461
O 0.01903 -1.87768 -1.38088
H 2.47408 -1.60643 0.37888
H 0.06219 1.73308 -0.89259
H 1.11029 0.48507 -1.09635
H 0.79470 0.81572 1.81787
H 1.05989 2.39596 1.12041
H 2.25309 1.12644 0.87743
N -1.35834 0.44274 0.18478
N -2.01900 0.28104 -1.16193
N -1.49962 -0.42034 1.14380
H -1.58935 1.38338 0.50211
H -1.52764 -1.36346 0.75085
H 0.30095 -1.77214 0.63492
H -1.53158 -0.50648 -1.59943
H -2.98243 0.00236 -0.98782
*
```



# 4
This record from OMol25 describes 2 unconnected molecules or ions with the total composition C5H7NO. The level of theory is wB97M-V/def2-TZVPD.

## Properties
energy above the lowest of the compared OMol25 structures with the same formula, charge and spin: 6.818 eV
maximum force: 0.0138 hartree/bohr
orbital gap (alpha / beta): 7.683 / 7.663 eV
E: -8829.384 eV

ORCA input file:
```
! wB97M-V def2-TZVPD RIJCOSX def2/J DEFGRID3
* xyz 0 1
C -0.81306 -0.38762 2.10486
N 1.47355 -0.70749 1.29565
C 0.94427 -0.51693 0.22186
O -0.52916 -0.47211 0.13736
C -0.48651 -0.04916 -1.26398
C 0.28228 1.21545 -1.39721
C 1.00104 -0.11522 -1.25261
H -0.54617 -1.34743 2.52243
H -0.27960 0.46497 2.50148
H -1.85425 -0.24262 1.84475
H -1.22052 -0.46619 -1.94110
H 0.29582 1.92536 -0.57378
H 0.30980 1.65869 -2.39017
H 1.68876 -0.51138 -1.98894
*
```



# 5
This record from OMol25 describes a molecular structure, C18H24N2OV at a distorted geometry. The level of theory is wB97M-V/def2-TZVPD.

## Properties
⟨S²⟩: 2.0683
maximum force: 0.0775 hartree/bohr
orbital gap (alpha / beta): 6.430 / 7.297 eV
E: -49740.737 eV

ORCA input file:
```
! wB97M-V def2-TZVPD RIJCOSX def2/J DEFGRID3
* xyz 3 3
V -10.52571 -10.28740 4.36419
C -12.51806 -13.22644 4.43289
C -11.59194 -12.15235 5.08412
C -10.23768 -12.43049 5.23236
C -9.66204 -13.68153 4.72392
C -9.35103 -11.58848 5.93418
C -7.84362 -11.86435 6.01277
C -9.81352 -10.45953 6.64771
C -8.88137 -9.56975 7.43831
C -11.23221 -10.12140 6.50403
C -11.83079 -8.83940 7.16661
C -12.06050 -10.93444 5.74117
C -13.52008 -10.50047 5.67835
H -13.44967 -12.77187 4.19666
H -12.66146 -13.99430 5.25276
H -12.15265 -13.73004 3.55328
H -10.36597 -14.38764 4.36217
H -8.99297 -14.16281 5.42155
H -9.06263 -13.51898 3.82488
H -7.15966 -11.03159 6.18378
H -7.47210 -12.55296 5.23823
H -7.72674 -12.39589 6.89376
H -8.28298 -9.02009 6.80264
H -8.24262 -10.18464 8.11967
H -9.51750 -8.90629 8.11640
H -12.32039 -9.17786 8.12514
H -12.60024 -8.38040 6.62870
H -11.19372 -8.04484 7.36729
H -13.59560 -9.43718 5.40452
H -13.90835 -10.55495 6.73658
H -14.07639 -11.04428 4.91969
N -5.52096 -7.64925 3.35627
C -6.58739 -8.30226 3.79782
O -6.71334 -8.84713 4.91724
C -7.82217 -8.34127 2.87270
C -8.04816 -7.60925 1.70891
C -9.20922 -7.89299 1.02733
C -10.16640 -8.72740 1.51518
N -9.99449 -9.32391 2.71799
C -8.85697 -9.10501 3.34796
H -4.71253 -7.51495 4.05257
H -5.44209 -7.26024 2.41381
H -7.28041 -6.96352 1.23701
H -9.37240 -7.36739 0.07873
H -11.04485 -9.02483 1.02853
H -8.69034 -9.56971 4.36792
*
```



# 6
This record from OMol25 describes a molecular structure, C9H17CoNOP at a distorted geometry. The level of theory is wB97M-V/def2-TZVPD.

## Properties
⟨S²⟩: 6.0190
maximum force: 0.0742 hartree/bohr
orbital gap (alpha / beta): 4.159 / 6.547 eV
E: -60054.737 eV

ORCA input file:
```
! wB97M-V def2-TZVPD RIJCOSX def2/J DEFGRID3
* xyz 0 5
C -2.76103 -0.93765 -0.17068
C -2.79596 -1.93706 0.87030
C -2.92115 -1.40499 2.19438
C -2.86147 0.03396 2.00139
C -2.64236 0.43950 0.61333
Co -0.88862 0.22969 -1.12645
P -1.72801 0.34079 -3.06498
H -3.09898 -1.01043 -1.23980
H -2.78035 -3.00202 0.65950
H -2.90978 -1.93462 3.16183
H -2.85853 1.37771 0.08054
H -2.99527 0.64604 2.89917
H -2.31940 1.60633 -3.34272
H -2.70784 -0.63305 -3.44966
H -0.63910 0.21024 -4.02621
C 3.91081 0.78951 0.33590
N 2.61631 0.09836 0.53987
C 2.66404 -1.16987 1.20981
C 1.42890 0.42589 0.00061
C 1.25386 1.73280 -0.72261
O 0.52985 -0.45133 0.16544
H 4.59276 0.18161 0.93798
H 3.85408 1.83416 0.72271
H 4.20200 0.78116 -0.74214
H 2.00353 -1.17549 2.09286
H 2.36368 -2.01067 0.56280
H 3.66576 -1.30089 1.51027
H 1.15550 1.61383 -1.79323
H 0.45145 2.34764 -0.35032
H 2.21532 2.27884 -0.52987
*
```